(1)
DFT (wB97M-V/def2-TZVPD) results for a molecular structure, C35H26Br2NOP2PtS2.

Geometry as XYZ:
```
70
Properties=species:S:1:pos:R:3:lowdin_charge:R:1
Pt -0.4301 -1.6373 -1.0245 0.79
S 1.8972 -1.7293 -1.3249 0.29
P 1.7825 -0.0403 -0.1688 0.45
C 0.1146 0.1075 -0.1194 -0.76
P -0.7683 1.5722 -0.3111 0.36
S -1.3154 2.2145 -2.0989 0.18
C 0.2423 2.8528 0.5455 -0.32
C 0.6073 2.6740 1.8787 -0.09
C 1.3971 3.6112 2.5269 -0.09
C 1.8227 4.7467 1.8483 -0.11
C 1.4499 4.9377 0.5258 -0.10
C 0.6618 3.9954 -0.1225 -0.11
C -2.2184 1.5070 0.8062 -0.34
C -3.2115 2.4759 0.7115 -0.11
C -4.2655 2.4882 1.6138 -0.11
C -4.3409 1.5238 2.6104 -0.13
C -3.3642 0.5414 2.6939 -0.11
C -2.3073 0.5337 1.7947 -0.11
C 2.6253 -0.4457 1.3994 -0.34
C 1.8626 -0.6088 2.5480 -0.08
C 2.4639 -0.9830 3.7429 -0.08
C 3.8324 -1.2018 3.7920 -0.10
C 4.5989 -1.0575 2.6411 -0.09
C 3.9970 -0.6866 1.4495 -0.11
C 2.7434 1.3443 -0.8517 -0.32
C 3.6137 2.1375 -0.1115 -0.09
C 4.2301 3.2326 -0.7019 -0.10
C 3.9730 3.5425 -2.0285 -0.10
C 3.0904 2.7634 -2.7668 -0.08
C 2.4752 1.6696 -2.1818 -0.10
H 0.2659 1.7953 2.4116 0.09
H 1.6773 3.4566 3.5621 0.10
H 2.4399 5.4813 2.3521 0.09
H 1.7812 5.8200 -0.0091 0.10
H 0.3667 4.1238 -1.1577 0.06
H -3.1534 3.2069 -0.0862 0.08
H -5.0350 3.2469 1.5335 0.09
H -5.1704 1.5267 3.3076 0.09
H -3.4360 -0.2323 3.4492 0.10
H -1.5526 -0.2433 1.8249 0.08
H 0.7920 -0.4530 2.4801 0.08
H 1.8609 -1.1076 4.6339 0.10
H 4.3033 -1.4929 4.7230 0.09
H 5.6660 -1.2402 2.6728 0.10
H 4.5949 -0.5891 0.5505 0.11
H 3.7932 1.9213 0.9334 0.10
H 4.8957 3.8542 -0.1156 0.10
H 4.4486 4.4022 -2.4854 0.10
H 2.8670 3.0176 -3.7951 0.10
H 1.7606 1.0757 -2.7394 0.09
C 0.8161 -4.4784 -2.5741 -0.09
C -0.6747 -4.4374 -2.4920 -0.31
C -1.4350 -5.4963 -3.0381 -0.02
C -2.7935 -5.4841 -2.9782 -0.03
C -3.4513 -4.3993 -2.3599 -0.20
C -4.8514 -4.2665 -2.2324 -0.64
Br -6.0113 -5.6108 -2.9194 0.72
C -5.3989 -3.1755 -1.6147 -0.18
C -4.5830 -2.1705 -1.0940 -0.60
Br -5.3635 -0.6787 -0.2446 0.82
C -3.1918 -2.2251 -1.1744 -0.41
O -2.4238 -1.3177 -0.6922 -0.24
C -2.6346 -3.3763 -1.8339 -0.12
N -1.2635 -3.4088 -1.9096 0.00
H 1.1484 -5.4029 -3.0444 0.07
H 1.2584 -4.3995 -1.5813 0.05
H 1.1873 -3.6307 -3.1523 0.05
H -0.9105 -6.3183 -3.5065 0.11
H -3.3769 -6.2932 -3.3960 0.07
H -6.4722 -3.0815 -1.5246 0.09
```

## Properties
- HOMO energy (eV) = -4.0
- net charge = -1
- M (g mol⁻¹) = 957.57
- Kohn-Sham gap (eV) = 6.32
- energy above the lowest of the compared OMol25 structures with the same formula, charge and spin (kcal per mole) = 0.0

***

(2)
DFT (wB97M-V/def2-TZVPD) results for a molecular structure, C4H4N4.

Geometry as XYZ:
```
12
Properties=species:S:1:pos:R:3:mulliken_spin:R:1
C 0.4986 -1.4652 -0.0415 0.20
C -1.2947 -0.8384 -0.1035 0.17
C 0.7754 -0.0302 0.1550 0.11
C -0.6645 0.3981 0.3208 0.06
N 1.0884 -2.5407 0.0494 0.28
N -2.3215 -1.5269 -0.3363 0.40
N 1.7947 0.6790 -0.1902 0.24
N -1.1523 1.5920 0.1932 0.41
H 2.0213 -2.4730 0.3613 0.04
H -3.2532 -1.0978 -0.1068 0.05
H 1.5833 1.6364 -0.1671 0.02
H -0.3966 2.2665 0.1999 0.02
```

## Properties
- HOMO energy (spin up / spin down) (eV) = -7.2 / -10.3
- M (g mol⁻¹) = 108.10
- multiplicity = 3
- Kohn-Sham gap (spin up / spin down) (eV) = 7.18 / 6.66
- energy above the lowest of the compared OMol25 structures with the same formula, charge and spin (kcal per mole) = 50.0
- expectation value of S² = 2.035

***

Q: Look up the energy above the lowest of the compared OMol25 structures with the same formula, charge and spin of the first one.
A: 0.0 kcal per mole